No. 1
{"formula": "C22H22N2O2", "method": "ωB97M-V/def2-TZVPD", "elements": ["C", "C", "C", "C", "C", "C", "C", "H", "N", "C", "O", "C", "N", "C", "C", "C", "C", "C", "C", "C", "C", "H", "H", "H", "H", "C", "O", "C", "C", "C", "H", "H", "H", "H", "H", "H", "H", "H", "H", "C", "H", "H", "H", "H", "H", "H", "H", "H"], "coordinates": [[3.731, 4.866, 2.241], [3.197, 3.419, 1.916], [3.847, 2.281, 2.573], [3.300, 1.156, 2.404], [2.181, 1.050, 1.427], [1.645, 2.107, 0.988], [2.083, 3.411, 1.288], [1.824, 4.163, 0.511], [0.722, 1.822, 0.002], [-0.322, 2.635, -0.469], [-0.125, 3.758, -0.180], [-1.180, 2.007, -1.348], [-1.524, 0.649, -1.336], [-0.973, -0.453, -2.072], [-1.139, -1.612, -1.754], [-1.727, -1.485, -0.168], [-2.133, -2.368, 0.733], [-2.454, -1.878, 2.018], [-2.484, -0.677, 2.075], [-2.241, 0.330, 1.287], [-1.762, -0.082, -0.123], [-2.260, 1.425, 1.537], [-2.809, -0.269, 3.192], [-2.619, -2.620, 2.940], [-1.604, -3.527, 0.418], [-0.875, -2.926, -2.467], [-0.168, -2.718, -3.353], [-1.506, -4.195, -2.121], [-0.886, -5.303, -1.773], [-1.717, -5.199, -3.100], [-1.000, -5.041, -4.082], [-2.513, -5.668, -3.375], [-1.198, -6.096, -1.128], [0.142, -5.196, -2.005], [-2.559, -3.862, -1.516], [-0.539, -0.236, -3.025], [-1.064, 2.230, -2.521], [-2.394, 2.344, -0.817], [0.547, 0.779, -0.123], [1.858, -0.468, 1.586], [0.521, -0.571, 1.788], [2.311, -1.140, 2.354], [1.858, -0.711, 0.458], [3.694, 0.460, 2.999], [4.802, 2.668, 3.303], [2.999, 5.393, 2.762], [3.687, 5.450, 1.223], [4.586, 4.889, 2.583]], "atomic_forces_ev_per_a": [[-7.8, -1.2, -7.3], [5.4, 3.1, 4.8], [3.6, 8.9, 1.6], [-3.2, -0.7, -3.1], [5.8, -7.6, 8.5], [-3.1, 2.9, -3.2], [-2.5, -0.9, -4.7], [-0.2, -0.1, 1.6], [-3.2, -3.5, -1.8], [7.2, -1.8, 2.9], [-2.5, 4.6, -0.3], [-8.2, 0.3, -4.0], [1.7, -6.0, 2.9], [1.5, 9.5, -5.3], [-3.6, -9.9, 8.5], [1.7, 2.7, -7.3], [2.9, -5.4, 1.0], [0.3, -15.5, -0.6], [-3.0, 12.1, 9.5], [2.7, 4.1, -7.9], [-3.3, 1.5, 5.5], [-0.2, -1.4, 0.1], [0.8, -0.8, -2.5], [0.3, 1.8, -2.3], [-2.4, 3.2, 1.5], [-1.8, 3.1, 3.4], [4.0, -1.0, -5.4], [-9.3, 8.6, 2.1], [2.8, -6.5, -0.5], [8.4, 1.9, -2.8], [-1.8, -0.4, 2.6], [-5.1, -2.7, -0.6], [-0.1, 0.2, 0.8], [1.2, -0.8, 0.2], [2.8, -1.1, -1.5], [0.2, 0.5, -0.6], [-0.3, 0.4, 2.9], [3.3, 0.4, -2.1], [0.5, 1.9, 0.3], [-6.2, 0.8, -3.5], [3.9, 0.2, -0.4], [0.1, 1.1, -1.2], [0.4, -1.4, 1.8], [0.9, -3.8, 1.6], [-2.8, -1.8, -2.0], [-1.0, 0.7, 1.5], [0.5, -1.0, 1.6], [8.4, 0.4, 3.6]], "mulliken_charge": [-1.84, 1.07, -0.75, -1.28, 1.32, 0.61, -0.69, 0.32, 0.02, 0.56, -0.65, -0.77, 0.20, 0.27, -0.58, 1.03, 0.48, -0.53, -0.49, -0.52, -0.50, 0.27, 0.05, 0.24, 0.04, -0.10, -0.53, 0.63, -0.83, -0.99, 0.18, 0.41, 0.31, 0.26, 0.30, 0.55, 0.34, 0.30, -0.26, -0.78, 0.07, 0.36, 0.19, 0.31, 0.09, 0.37, 0.28, 0.65], "total_charge": 0, "lumo_energy_ev": 0.57, "multiplicity": 1, "relative_energy_kcal_mol": 395.1, "homo_ev": -8.150}

=====

No. 2
{"formula": "C22H22N2O4", "method": "ωB97M-V/def2-TZVPD", "elements": ["O", "C", "N", "H", "C", "C", "H", "H", "C", "H", "H", "C", "H", "H", "C", "H", "H", "H", "C", "C", "C", "C", "C", "O", "H", "H", "H", "N", "C", "O", "C", "C", "C", "C", "O", "H", "H", "H", "C", "C", "C", "C", "C", "C", "H", "H", "H", "H", "H", "H"], "coordinates": [[1.608, 1.007, -2.123], [0.915, 1.135, -1.180], [1.453, 1.053, 0.113], [0.990, 1.289, 0.847], [3.033, 0.791, 0.099], [3.705, 1.936, 1.246], [3.220, 3.020, 1.231], [4.736, 1.872, 0.953], [3.630, 1.107, 2.634], [4.228, 1.655, 3.317], [2.579, 1.191, 3.239], [3.986, -0.400, 2.403], [4.979, -0.375, 2.011], [3.520, -0.960, 3.245], [3.182, -0.644, 0.962], [2.202, -0.834, 1.298], [3.658, -1.136, 0.319], [3.503, 0.908, -0.643], [-0.552, 1.340, -1.072], [-1.037, 1.624, -2.363], [-1.904, 0.726, -3.162], [-2.063, 1.460, -4.206], [-1.318, 2.430, -4.300], [-0.613, 2.682, -3.111], [-1.065, 2.886, -5.180], [-2.871, 1.021, -5.181], [-2.462, 0.038, -2.886], [-1.213, 0.365, -0.179], [-2.196, 1.056, 0.457], [-2.501, 2.204, 0.590], [-3.228, -0.183, 0.930], [-4.130, -0.037, 1.745], [-4.933, -1.182, 1.868], [-4.266, -1.884, 0.760], [-3.256, -1.249, 0.243], [-4.597, -3.025, 0.692], [-5.717, -1.583, 2.358], [-4.413, 1.111, 2.607], [-0.650, -0.836, -0.130], [-0.495, -1.413, 1.259], [-0.155, -2.531, 1.217], [0.487, -3.218, 0.315], [0.445, -2.717, -1.147], [-0.120, -1.396, -1.380], [-0.114, -1.127, -2.234], [0.577, -3.277, -2.116], [0.745, -4.278, 0.115], [-0.118, -3.049, 2.059], [-0.934, -1.024, 1.961], [-0.465, 2.453, -0.501]], "atomic_forces_ev_per_a": [[0.8, -0.1, -2.9], [1.0, -0.7, 5.3], [7.0, -1.9, -8.9], [-3.1, 1.8, 5.8], [-8.5, -0.1, 17.2], [-2.7, -2.3, -0.3], [1.2, -2.5, 0.0], [0.7, 0.8, 0.0], [-2.8, 1.0, -0.1], [1.2, 0.1, 0.8], [1.9, -0.2, -1.9], [-2.7, 2.7, -3.0], [1.3, -1.0, 1.2], [1.3, -0.3, -0.9], [-2.0, 7.4, 5.2], [-1.1, -1.1, -0.6], [3.4, -5.5, -4.6], [5.6, 1.2, -11.1], [2.1, 4.2, 2.3], [-3.5, -3.3, -3.4], [7.1, 6.6, 5.9], [-8.8, -5.9, -9.2], [4.9, 7.0, 0.2], [-1.4, -2.2, -0.3], [0.8, 2.0, -1.4], [2.8, 1.7, 2.9], [-4.6, -6.6, 3.0], [0.4, 7.3, -3.1], [-4.0, -5.6, 2.0], [1.0, 0.1, -0.4], [8.5, 7.8, -4.3], [-8.4, 6.0, 11.2], [5.3, -1.1, -6.6], [-6.0, -4.7, 4.4], [0.3, -3.5, -2.2], [1.6, 2.6, -1.1], [-2.3, -0.7, 1.8], [1.4, -3.7, -3.2], [2.0, -2.8, 0.5], [-2.1, 12.2, -12.1], [5.2, -13.6, 2.1], [1.7, -2.8, -11.6], [-1.4, 1.7, 2.5], [0.3, -6.6, 15.2], [-0.6, 4.5, -10.7], [0.7, 0.1, 1.6], [-0.1, 0.6, 2.0], [-0.3, -2.3, 4.4], [-4.4, 4.7, 7.4], [-0.8, -2.7, -1.1]], "mulliken_charge": [-0.65, -0.52, -0.09, 0.30, -1.16, -0.70, 0.24, 0.37, -0.56, 0.47, 0.18, -0.74, 0.33, 0.34, -0.84, -0.16, 0.91, 1.37, 0.83, -0.16, -1.03, -0.20, -0.64, -0.45, 0.53, 0.12, 0.87, 0.94, 0.42, -0.59, 0.01, -0.03, -0.44, -0.49, -0.15, 0.29, 0.60, 0.11, 1.58, -1.79, -0.95, -0.81, -0.68, -1.33, 1.10, 0.36, 0.30, 0.71, 1.52, 0.34], "total_charge": 0, "lumo_energy_ev": 0.36, "multiplicity": 1, "relative_energy_kcal_mol": 508.5, "homo_ev": -8.138}

=====

No. 3
{"formula": "C22H22N2O4", "method": "ωB97M-V/def2-TZVPD", "elements": ["C", "C", "C", "O", "C", "C", "C", "O", "N", "C", "C", "C", "C", "N", "C", "C", "C", "C", "C", "C", "C", "C", "O", "O", "C", "C", "C", "C", "H", "H", "H", "H", "H", "H", "H", "H", "H", "H", "H", "H", "H", "H", "H", "H", "H", "H", "H", "H", "H", "H"], "coordinates": [[-1.335, -2.366, 1.419], [-0.766, -1.649, 0.230], [-1.509, -1.285, -0.891], [-2.861, -1.459, -1.052], [-3.769, -1.169, 0.005], [-5.145, -0.979, -0.634], [-3.387, 0.102, 0.773], [-3.536, 0.200, 1.972], [-2.926, 1.095, -0.012], [-2.361, 2.310, 0.541], [-0.861, 2.201, 0.650], [-0.025, 2.703, -0.340], [1.344, 2.560, -0.185], [1.903, 1.964, 0.853], [1.107, 1.474, 1.789], [-0.275, 1.559, 1.734], [-0.879, -0.723, -2.012], [0.469, -0.482, -2.026], [1.239, -0.779, -0.899], [2.640, -0.529, -0.781], [3.312, -0.857, 0.347], [2.661, -1.474, 1.475], [3.171, -1.807, 2.516], [1.309, -1.691, 1.326], [0.610, -1.362, 0.215], [4.762, -0.501, 0.260], [4.807, 0.428, -0.965], [3.559, 0.080, -1.795], [-1.917, -1.697, 2.051], [-1.970, -3.189, 1.095], [-0.523, -2.768, 2.018], [-3.823, -1.993, 0.724], [-5.422, -1.881, -1.173], [-5.127, -0.146, -1.333], [-5.880, -0.782, 0.141], [-2.753, 0.904, -0.987], [-2.802, 2.435, 1.533], [-2.642, 3.153, -0.097], [-0.431, 3.208, -1.204], [2.031, 2.951, -0.924], [1.604, 0.995, 2.622], [-0.887, 1.145, 2.521], [-1.493, -0.497, -2.871], [0.941, -0.054, -2.896], [5.113, -0.019, 1.171], [5.358, -1.405, 0.109], [5.726, 0.315, -1.537], [4.734, 1.462, -0.629], [3.126, 0.954, -2.280], [3.785, -0.659, -2.569]], "atomic_forces_ev_per_a": [[0.0, 0.0, 0.0], [-0.1, -0.1, 0.0], [0.7, 0.1, -0.2], [0.0, -0.1, -0.1], [-0.4, 0.0, 0.3], [0.4, -0.1, 0.1], [0.0, -0.3, -0.3], [-0.1, 0.0, 0.4], [-0.1, 0.3, -0.3], [0.0, 0.0, 0.1], [0.1, 0.1, 0.0], [0.0, -0.1, 0.2], [-0.1, 0.2, -0.2], [0.6, 0.1, 0.1], [-0.3, -0.1, 0.2], [0.1, 0.1, -0.1], [-0.3, -0.1, 0.0], [0.1, -0.1, 0.3], [-0.3, -0.2, 0.3], [0.4, -0.3, 0.6], [-0.2, 0.2, -0.7], [0.4, -0.1, 0.3], [-0.2, 0.1, -0.3], [-0.2, -0.1, 0.2], [-0.2, 0.3, -0.9], [0.0, -0.1, 0.2], [0.0, 0.0, 0.0], [0.0, 0.0, 0.0], [-0.1, 0.0, 0.1], [-0.1, 0.0, 0.0], [-0.1, -0.1, 0.0], [0.1, 0.2, -0.1], [0.0, -0.1, 0.0], [0.0, 0.1, 0.0], [-0.1, 0.0, 0.1], [0.0, -0.1, 0.1], [0.0, 0.1, -0.2], [0.0, 0.0, 0.1], [0.0, 0.1, -0.1], [0.0, 0.1, -0.1], [0.0, -0.1, 0.1], [-0.1, -0.1, 0.1], [-0.1, 0.0, -0.1], [0.1, 0.1, -0.1], [0.1, 0.0, 0.0], [0.1, 0.0, 0.1], [0.0, 0.1, 0.0], [0.0, 0.0, 0.0], [0.0, 0.0, -0.1], [0.0, 0.0, -0.1]], "mulliken_charge": [-2.00, 0.51, 0.36, -0.58, 0.62, -1.58, 0.24, -0.66, 0.00, -1.60, 1.24, -0.53, -0.57, -0.39, -0.60, -0.27, -0.48, -0.40, 0.73, 0.36, 1.05, -0.25, -0.67, -0.64, 0.53, -1.15, -0.68, -1.01, 0.28, 0.39, 0.46, 0.15, 0.41, 0.33, 0.41, 0.30, 0.41, 0.47, 0.39, 0.45, 0.50, 0.47, 0.53, 0.49, 0.29, 0.33, 0.40, 0.26, 0.32, 0.42], "smiles": "Cc1c(O[C@H](C)C(=O)NCc2ccncc2)ccc2c3c(c(=O)oc12)CCC3", "total_charge": 0, "lumo_energy_ev": 0.27, "multiplicity": 1, "relative_energy_kcal_mol": 16.0, "homo_ev": -8.261}

=====

No. 4
{"formula": "C22H22N2O5", "method": "ωB97M-V/def2-TZVPD", "elements": ["C", "C", "O", "C", "C", "C", "C", "N", "C", "O", "N", "C", "C", "C", "C", "C", "C", "C", "C", "C", "C", "O", "C", "C", "C", "O", "C", "C", "O", "H", "H", "H", "H", "H", "H", "H", "H", "H", "H", "H", "H", "H", "H", "H", "H", "H", "H", "H", "H", "H", "H"], "coordinates": [[-4.222, -0.995, 2.582], [-3.673, 0.120, 3.465], [-3.267, 1.248, 2.712], [-2.214, 1.147, 1.866], [-1.206, 0.193, 1.932], [-0.136, 0.216, 1.047], [0.966, -0.826, 1.171], [2.129, -0.237, 1.819], [3.185, 0.321, 1.186], [4.020, 1.006, 1.731], [3.279, -0.002, -0.160], [2.468, -0.913, -0.789], [2.896, -1.262, -2.156], [2.103, -0.931, -3.250], [2.541, -1.208, -4.530], [3.770, -1.814, -4.732], [4.566, -2.139, -3.647], [4.137, -1.855, -2.363], [1.355, -1.392, -0.178], [0.544, -2.444, -0.797], [-0.811, -2.704, -0.177], [0.930, -3.092, -1.749], [-0.055, 1.214, 0.088], [-1.053, 2.168, -0.001], [-2.125, 2.133, 0.869], [-3.112, 3.106, 0.774], [-4.379, 2.702, 0.551], [-5.322, 3.868, 0.659], [-4.690, 1.573, 0.290], [-3.432, -1.460, 1.998], [-4.953, -0.579, 1.893], [-4.698, -1.752, 3.199], [-2.854, -0.240, 4.101], [-4.463, 0.510, 4.112], [-1.245, -0.582, 2.682], [0.616, -1.632, 1.828], [2.010, 0.053, 2.778], [4.100, 0.337, -0.642], [1.143, -0.463, -3.089], [1.920, -0.951, -5.376], [4.106, -2.036, -5.734], [5.524, -2.613, -3.799], [4.753, -2.116, -1.514], [-1.358, -3.397, -0.810], [-0.692, -3.152, 0.808], [-1.369, -1.776, -0.075], [0.777, 1.243, -0.598], [-1.016, 2.943, -0.750], [-4.855, 4.766, 0.266], [-5.546, 4.029, 1.712], [-6.243, 3.647, 0.130]], "atomic_forces_ev_per_a": [[0.1, 0.3, 0.1], [-0.2, -0.4, 0.1], [0.3, 0.3, -0.2], [0.0, 0.3, -0.2], [-0.1, 0.1, 0.1], [-0.1, 0.0, 0.1], [-0.2, 0.1, -0.2], [-0.1, -0.3, 0.3], [0.1, -0.1, 0.1], [0.2, 0.3, 0.1], [0.1, 0.1, -0.2], [-0.5, -0.3, 0.2], [0.2, 0.1, -0.3], [0.1, 0.0, 0.1], [-0.1, 0.1, 0.0], [0.1, -0.1, 0.0], [0.1, 0.0, -0.1], [-0.1, 0.1, 0.1], [0.7, 0.3, 0.1], [-0.2, -0.2, 0.0], [0.0, -0.2, -0.3], [-0.2, -0.1, 0.0], [0.0, -0.1, 0.1], [-0.2, 0.1, 0.2], [-0.1, -0.4, 0.1], [0.6, 0.1, 0.2], [-0.7, -0.2, -0.3], [0.1, -0.1, -0.1], [0.1, 0.1, 0.0], [0.0, -0.1, -0.1], [-0.1, 0.0, 0.0], [0.0, -0.1, 0.1], [-0.1, 0.1, 0.0], [0.2, -0.1, 0.0], [-0.1, -0.1, 0.1], [0.0, 0.1, -0.1], [0.1, 0.1, -0.1], [-0.1, 0.0, 0.1], [-0.1, 0.0, 0.0], [-0.1, 0.0, -0.1], [0.0, 0.0, -0.1], [0.1, 0.0, 0.0], [0.1, 0.0, 0.1], [0.0, 0.0, 0.0], [0.0, 0.0, 0.2], [-0.1, 0.1, 0.1], [0.1, 0.0, -0.1], [0.0, 0.1, -0.1], [0.0, 0.1, 0.0], [0.0, 0.0, 0.1], [0.0, 0.0, 0.0]], "mulliken_charge": [-0.68, -0.54, -0.57, 0.83, 0.09, -0.20, -0.29, -0.13, 0.13, -0.68, -0.04, 0.56, -0.52, -0.15, -0.83, -0.40, -0.74, -0.15, 0.01, 0.61, -1.17, -0.64, -0.53, -1.18, 0.75, -0.49, 0.80, -1.21, -0.55, 0.06, 0.24, 0.41, 0.32, 0.40, 0.35, 0.63, 0.29, 0.32, 0.42, 0.39, 0.39, 0.38, 0.45, 0.47, 0.32, 0.24, 0.41, 0.46, 0.34, 0.25, 0.35], "smiles": "CCOc1cc([C@@H]2NC(=O)NC(c3ccccc3)=C2C(C)=O)ccc1OC(C)=O", "total_charge": 0, "lumo_energy_ev": 0.34, "multiplicity": 1, "relative_energy_kcal_mol": 19.6, "homo_ev": -8.541}